# 1
Below is a molecular structure, C44H56BCdIN12S4 in a non-equilibrium geometry, with properties calculated with wB97M-V/def2-TZVPD.

Structure (XYZ):
```
119
Properties=species:S:1:pos:R:3
H 4.36 -2.00 -3.29
H -2.35 -6.94 0.44
C 5.20 -3.94 -0.20
N 0.67 -2.33 0.26
H -1.63 4.41 -4.05
H 3.88 3.02 4.15
C -5.60 2.19 -0.82
H 5.00 -3.86 2.57
N 1.48 3.08 3.04
C 4.35 0.36 -1.34
H -3.15 4.25 1.31
H -1.25 1.58 -5.25
C -1.67 0.47 -3.37
C 1.69 6.01 5.23
H 4.73 4.65 5.78
I -2.71 -1.52 2.15
H -6.30 1.60 -1.40
H 1.41 -6.72 0.73
H 5.58 -4.83 0.31
H 7.17 -3.27 1.54
C -1.97 -5.96 0.73
C -5.02 4.25 0.26
H -2.20 -4.39 -3.71
C -3.52 2.37 0.37
H 3.33 6.55 6.51
C -1.33 1.51 -4.18
C 3.09 -2.67 -6.41
H 0.64 -3.75 -5.66
C 0.62 -2.97 2.58
Cd -1.72 -0.31 -0.06
C 4.92 1.56 -2.01
H 4.64 -4.44 -5.09
C -3.85 3.69 0.71
H 2.65 -1.71 -6.66
C -5.90 3.51 -0.51
N 0.22 3.13 2.66
C 4.19 -1.83 -4.34
C 1.98 4.01 3.93
H -2.07 -5.84 1.81
C -0.42 -5.91 -1.22
S 0.74 1.05 0.87
H 0.21 -7.00 1.99
C 0.27 -4.25 2.17
C 1.20 5.10 4.32
H 7.29 -2.21 0.14
C 0.00 -4.48 0.81
C 1.86 -2.70 -4.19
C 2.95 0.09 -1.46
H 4.42 2.45 -1.63
C 0.83 -2.01 1.59
N -1.58 0.86 -2.07
H 1.08 6.85 5.52
C -0.36 2.34 1.84
C 0.36 -6.92 0.92
C -0.50 -5.82 0.30
H 5.80 -3.77 -1.09
N -1.03 2.55 -3.35
H 6.80 -1.55 1.71
H 4.73 1.52 -3.08
B 1.13 -1.60 -0.90
C -0.72 3.89 -3.75
H -1.71 -4.15 -5.40
N 0.15 -3.54 -0.08
H 5.99 1.63 -1.83
H 2.98 -5.02 -4.89
H -1.97 -0.52 -3.64
C 6.72 -2.41 1.05
H -0.02 3.89 -4.58
C 4.53 -1.61 0.03
H 6.19 -0.30 -0.52
C -0.41 -2.55 -2.67
H 0.62 -5.96 -1.55
S 1.90 1.01 -2.35
H 5.13 -1.91 -4.88
H 3.86 -4.37 -3.51
H -0.09 -1.97 4.30
C 0.67 -3.26 -4.70
H -4.20 0.58 -0.63
C 5.13 -0.50 -0.62
C 3.70 -4.26 -4.58
H 4.09 -2.70 -6.84
N -2.32 1.80 0.74
C 3.26 3.86 4.45
C -4.43 1.62 -0.39
N 0.81 -2.09 -2.24
H -2.51 -2.85 -4.49
H -0.94 -6.81 -1.55
C 3.19 -2.85 -4.89
N -1.58 2.54 1.49
S -1.80 -2.44 -1.72
H 4.51 -2.16 2.69
H -1.01 2.72 -1.23
H -6.81 3.96 -0.88
N 1.89 -2.13 -3.03
C 2.95 5.85 5.77
H 2.09 2.35 2.67
N 2.47 -0.99 -0.76
H 0.20 -5.04 2.90
H 3.80 -0.82 -4.46
C -1.19 2.11 -2.10
C -0.48 -3.16 -3.95
N 3.25 -1.79 -0.05
C -1.80 -3.67 -4.43
H 0.64 -3.54 4.62
C 5.26 -2.73 0.74
H -2.57 -5.19 0.25
C 4.52 -3.04 2.04
H -5.27 5.27 0.53
C 3.74 4.78 5.37
H 1.67 -2.15 4.27
H -0.26 4.41 -2.91
S 1.44 -0.44 2.12
C 0.73 -2.63 4.03
H 4.17 -4.12 -0.51
H 2.50 -3.46 -6.87
H 0.21 5.21 3.89
H 3.49 -3.30 1.83
H -0.88 -5.05 -1.68
H 0.11 -7.88 0.47
```

## Properties
E_LUMO (alpha / beta) = -1.39 / -1.06 eV
net charge = 0
HOMO (alpha / beta) = -0.2049 / -0.2389 Eh

---

# 2
Below is 11 unconnected molecules or ions with the total composition H22O11 in a non-equilibrium geometry, with properties calculated with wB97M-V/def2-TZVPD.

Structure (XYZ):
```
33
Properties=species:S:1:pos:R:3
O 1.15 3.70 -1.88
H 3.11 -0.18 -0.11
H -1.30 -2.30 0.35
O 2.82 0.49 -0.73
O -0.68 3.33 0.36
H 0.10 -0.06 0.26
H 2.69 -2.06 1.75
H -2.77 -0.43 0.31
O -0.04 0.68 -0.33
H -0.34 -3.11 1.19
H -1.63 2.16 1.56
H 0.45 -2.34 -1.09
O 0.91 -2.07 -1.89
H 0.83 2.80 -2.02
H -0.26 -0.55 2.91
H -0.76 -0.85 -3.40
H 1.84 -2.15 -1.67
H -0.62 1.27 0.16
H 0.27 3.26 0.52
O -0.39 -0.67 1.97
H -0.75 3.61 -0.55
H 1.86 0.47 -0.68
H -1.81 0.73 2.01
O -0.50 -2.82 0.29
H 0.30 -1.28 1.71
O -2.55 -1.35 0.15
H 3.01 -0.68 2.28
O -1.58 -0.93 -2.92
H 1.09 4.11 -2.74
H -3.13 -1.83 0.74
O -2.29 1.47 1.63
H -1.32 -1.18 -2.03
O 2.30 -1.20 1.90
```

## Properties
structure (SMILES) = O.O.O.O.O.O.O.O.O.O.O
E_LUMO = -0.34 eV
net charge = 0
HOMO = -0.3742 Eh

---

# 3
Below is 11 unconnected molecules or ions with the total composition C52H91F21O26 in a non-equilibrium geometry, with properties calculated with wB97M-V/def2-TZVPD.

Structure (XYZ):
```
190
Properties=species:S:1:pos:R:3
C -1.16 -6.30 4.24
H -1.00 7.17 -1.30
H -1.59 1.10 3.33
H 4.01 -4.11 -2.83
H 2.47 -0.85 -2.49
H 3.60 2.22 3.37
O 3.22 6.69 0.39
H -1.67 -3.43 0.88
H -2.52 -3.92 -1.94
H -0.29 -2.93 -1.17
H 1.30 -5.68 2.95
H 1.52 3.65 5.20
C -0.60 -2.37 -6.42
H -1.50 -3.58 -3.35
H -0.12 -2.89 -7.25
H 1.32 -3.12 -1.79
H 3.18 1.26 0.47
F 1.89 -1.54 3.90
C 4.96 -2.63 -0.99
C -0.66 -5.18 0.04
F -0.64 -5.22 4.79
H 4.31 3.03 1.93
C 2.34 -5.97 2.80
C 2.98 5.94 -0.67
O 0.56 -1.19 -1.76
H 1.03 -2.43 -0.13
C -3.82 4.06 3.12
H 3.93 -2.25 -0.98
H -0.53 -0.49 0.90
H -0.21 3.67 5.26
H -1.51 9.40 -5.10
C -0.99 5.91 -3.42
C 3.98 2.08 2.35
H -2.00 5.46 -5.19
H -0.82 -6.26 0.13
H -0.03 -1.75 -4.45
C 0.70 -2.47 -1.17
H 3.90 -6.90 -0.59
O 2.11 3.07 7.64
H 5.12 -3.65 -4.06
H 0.01 0.40 3.29
O -1.98 -6.94 2.11
O -1.01 -10.06 -1.40
C 3.27 -0.05 -5.91
O 5.46 -2.67 -2.32
H -1.67 9.52 -1.76
O -2.32 0.48 0.88
H 3.13 8.45 1.34
H 5.57 -1.87 -0.50
H -2.66 -9.41 -0.28
O -1.91 3.81 -4.01
H 2.04 2.18 1.49
H 0.99 7.40 1.94
O 2.23 6.20 -1.57
H -0.41 1.62 2.11
C 4.56 -6.21 -0.06
H 4.79 -3.66 0.83
F 4.38 2.04 8.19
H 0.80 3.52 -1.72
O -2.63 9.20 -3.42
H 0.71 0.96 -3.02
C 5.10 -3.91 -0.19
H -2.71 -10.97 -0.93
F -3.63 4.72 1.99
C -1.27 4.96 -4.54
H -0.86 -1.38 -6.79
O 0.92 0.35 -5.56
H -1.14 2.39 -5.37
H -7.80 4.18 6.02
C -3.87 0.71 -0.94
H -2.72 7.49 -1.16
C -0.59 3.52 -0.16
C 1.34 0.98 -2.12
C 3.80 4.65 -0.73
C 3.22 -0.83 2.06
H -2.65 -4.94 0.71
F 4.54 3.40 9.85
C -1.31 -0.22 1.62
F 1.84 -2.74 2.11
H -7.73 3.96 3.61
C -1.91 7.40 -1.88
H 0.04 3.04 7.79
O -5.89 3.10 3.90
H 0.46 3.94 2.88
F 4.75 4.61 0.20
H -3.25 -3.16 -3.39
H 4.40 -7.18 1.96
C -2.42 -9.96 -1.20
O -2.99 -7.91 -2.33
H 4.87 1.45 2.35
C 2.88 1.50 1.49
H 2.41 -6.94 3.30
F 3.70 0.58 -4.81
H -4.19 -9.63 -2.32
F -4.27 1.76 -0.23
C -2.81 -0.13 -0.19
H 2.61 8.53 -0.42
C 2.60 7.98 0.51
H -0.81 -4.91 -1.00
C -1.61 -6.03 2.77
F 3.35 0.88 -6.89
C -0.33 -8.83 -1.25
O -5.78 5.30 3.49
F -0.16 -7.20 4.13
H -3.24 9.17 -5.38
O 2.49 0.25 2.12
H 2.21 -0.43 -0.79
H -4.14 -5.48 -1.96
F 4.05 -1.08 -6.16
H -0.66 -8.11 -1.99
H -1.74 -1.10 2.11
H -4.84 -5.36 -3.50
H -7.71 2.19 3.80
C -0.80 0.76 2.66
C -3.93 -5.74 -3.01
H -2.32 7.75 -4.89
H -2.70 -9.68 -3.33
C -7.62 3.16 5.66
F 3.61 1.48 10.17
O 4.35 -4.99 -0.73
F -3.39 1.14 -2.11
C 0.41 -2.31 -5.28
O -2.16 6.29 -2.72
C -2.50 -3.87 -3.04
O 1.69 3.53 9.80
O 0.41 3.58 0.85
C 4.53 -3.25 -3.24
H -0.54 6.78 -3.93
C 0.66 3.28 5.77
H -6.84 2.68 6.25
C 1.15 7.88 0.98
H -3.76 -7.49 -4.16
C -2.07 2.77 -4.94
C -3.99 -7.27 -3.11
F -3.47 2.79 2.95
C -1.63 8.74 -2.52
H -1.48 -2.93 -6.10
H -0.45 -8.38 -0.26
H -2.66 1.96 -4.52
C -1.69 -4.52 0.99
H 0.32 -5.04 0.49
C 0.84 3.57 7.27
O 4.17 -0.97 1.35
H -4.98 -7.64 -2.88
C -7.30 3.13 4.17
H -1.12 4.02 2.16
H 6.15 -4.20 -0.06
O -2.56 -1.26 -0.51
H 2.85 -5.17 3.35
F -4.95 -0.04 -1.21
F -3.06 4.58 4.07
O -2.76 -5.19 -3.49
O 2.78 -5.99 1.47
C 3.76 2.48 9.30
H -0.41 4.65 -5.14
C 1.74 -0.43 -1.79
C 2.38 3.07 8.95
H 0.67 2.19 5.70
H -8.55 2.64 5.90
C -3.14 -9.32 -2.40
O 0.52 1.51 -1.10
H -0.77 2.74 -2.08
H 0.77 8.90 1.04
H -0.63 8.70 -2.97
F -2.12 -6.88 4.93
H -0.16 5.59 -2.77
H 0.60 7.31 0.22
C 1.79 -0.44 -5.74
O 1.67 -1.77 -5.68
F 3.63 -2.75 3.37
H 0.74 -8.96 -1.41
H -0.10 5.36 1.84
C -5.30 4.21 3.49
C 0.05 2.80 -1.35
H 2.25 1.58 -2.22
H 5.59 -6.57 -0.15
H 3.88 -2.46 -3.61
F 4.37 4.64 -1.95
H 0.70 4.62 7.53
F 3.01 3.58 -0.67
C 4.19 -6.26 1.42
C -2.39 8.83 -4.77
H -1.48 2.95 0.13
H -0.88 4.52 -0.47
H 0.62 -3.28 -4.84
H 4.70 -5.44 1.93
C -0.07 4.28 1.99
O -1.41 -4.78 2.36
H -2.71 3.14 -5.76
C 2.65 -1.99 2.90
```

## Properties
structure (SMILES) = CCOC(=O)C(F)(F)F.CCOC(=O)C(F)(F)F.CCOC(=O)C(F)(F)F.CCOC(=O)C(F)(F)F.CCOC(=O)C(F)(F)F.CCOC(=O)C(F)(F)F.CCOC(=O)C(F)(F)F.COCCOCCOC.COCCOCCOC.COCCOCCOC.COCCOCCOC
E_LUMO = 0.26 eV
net charge = 0
HOMO = -0.3441 Eh